A cluster of 10 separate species, C62H135N7O6 in total at a distorted geometry, computed with ωB97M-V/def2-TZVPD.

```
210
Properties=species:S:1:pos:R:3:lowdin_charge:R:1
C -5.648 -7.912 -4.470 -0.047
C -4.730 -6.756 -3.964 -0.217
C -3.668 -6.354 -4.973 -0.148
N -3.025 -5.000 -4.741 -0.258
C -4.046 -3.922 -5.017 0.028
C -2.528 -4.892 -3.332 -0.124
C -1.292 -4.070 -3.400 -0.164
C -0.841 -3.891 -4.834 -0.130
C -1.756 -4.862 -5.625 -0.045
H -4.981 -8.590 -4.991 0.080
H -6.435 -7.581 -5.120 0.079
H -6.023 -8.447 -3.624 0.072
H -4.217 -6.969 -3.060 0.090
H -5.332 -5.870 -3.773 0.097
H -4.157 -6.377 -5.959 0.144
H -2.893 -7.075 -5.126 0.125
H -3.573 -2.924 -4.927 0.104
H -4.863 -3.973 -4.285 0.099
H -4.396 -4.137 -6.033 0.114
H -3.343 -4.451 -2.750 0.117
H -2.312 -5.937 -3.030 0.144
H -1.546 -3.122 -2.901 0.105
H -0.484 -4.621 -2.959 0.112
H -0.824 -2.858 -5.227 0.114
H 0.166 -4.323 -4.981 0.122
H -2.076 -4.432 -6.586 0.142
H -1.374 -5.862 -5.668 0.122
C -0.320 2.251 9.721 -0.100
C -0.412 2.061 8.246 -0.260
C 0.875 1.373 7.902 -0.128
N 1.289 1.226 6.407 -0.252
C 0.111 0.749 5.688 0.007
C 2.441 0.304 6.272 -0.108
C 3.606 1.147 5.746 -0.144
C 3.285 2.555 6.285 -0.102
C 1.796 2.584 5.985 -0.084
H -0.140 1.324 10.281 0.099
H -1.211 2.803 10.095 0.107
H 0.533 2.906 9.917 0.087
H -0.429 3.028 7.738 0.119
H -1.326 1.497 8.096 0.119
H 0.869 0.315 8.270 0.157
H 1.717 1.869 8.367 0.125
H 0.262 0.817 4.623 0.070
H -0.731 1.412 5.864 0.089
H -0.131 -0.254 6.066 0.131
H 2.196 -0.567 5.685 0.126
H 2.748 -0.020 7.280 0.136
H 3.646 1.096 4.683 0.065
H 4.564 0.734 6.093 0.126
H 3.815 3.288 5.739 0.112
H 3.476 2.614 7.352 0.121
H 1.600 2.687 4.879 0.150
H 1.214 3.306 6.463 0.104
C 3.860 6.828 -0.791 -0.081
C 4.226 5.611 0.083 -0.242
C 4.582 4.445 -0.777 -0.134
N 5.186 3.207 -0.086 -0.248
C 4.104 2.678 0.840 0.014
C 6.438 3.590 0.687 -0.079
C 7.625 2.755 0.178 -0.112
C 6.943 1.608 -0.557 -0.145
C 5.618 2.162 -1.050 -0.110
H 4.534 6.909 -1.631 0.073
H 3.902 7.692 -0.110 0.090
H 2.830 6.662 -1.218 0.092
H 3.308 5.462 0.667 0.106
H 5.117 5.875 0.703 0.123
H 5.294 4.721 -1.520 0.128
H 3.772 3.971 -1.303 0.134
H 4.362 1.737 1.352 0.099
H 3.202 2.423 0.216 0.124
H 3.878 3.463 1.590 0.105
H 6.173 3.408 1.712 0.124
H 6.612 4.643 0.500 0.117
H 8.229 2.516 1.036 0.118
H 8.209 3.333 -0.515 0.117
H 6.825 0.714 0.063 0.105
H 7.502 1.176 -1.386 0.124
H 4.792 1.414 -1.156 0.103
H 5.822 2.653 -2.003 0.143
C 4.839 -2.810 5.847 -0.055
C 4.594 -2.520 4.320 -0.218
C 5.466 -3.386 3.521 -0.170
N 5.068 -3.391 2.079 -0.273
C 6.233 -3.967 1.383 0.024
C 3.812 -4.197 1.773 -0.080
C 3.189 -3.505 0.550 -0.111
C 4.105 -2.277 0.187 -0.124
C 4.793 -2.023 1.536 -0.097
H 5.913 -2.701 6.100 0.095
H 4.646 -3.848 6.071 0.079
H 4.383 -2.170 6.556 0.042
H 4.843 -1.465 4.052 0.122
H 3.564 -2.847 4.102 0.115
H 5.488 -4.451 3.821 0.161
H 6.475 -3.104 3.596 0.126
H 7.104 -3.316 1.434 0.124
H 6.033 -3.959 0.327 0.107
H 6.408 -4.930 1.776 0.109
H 4.037 -5.228 1.589 0.127
H 3.076 -4.286 2.551 0.123
H 3.402 -4.254 -0.263 0.127
H 2.114 -3.253 0.551 0.110
H 4.815 -2.412 -0.616 0.109
H 3.506 -1.459 -0.122 0.050
H 5.802 -1.570 1.682 0.151
H 4.086 -1.479 2.189 0.105
C -0.955 0.801 -9.643 -0.087
C -1.080 1.226 -8.194 -0.215
C -0.143 2.406 -7.837 -0.109
N 0.418 2.383 -6.418 -0.244
C 1.119 1.103 -6.122 -0.010
C -0.680 2.726 -5.411 -0.077
C -0.540 4.253 -5.268 -0.134
C 0.982 4.462 -5.150 -0.130
C 1.441 3.538 -6.267 -0.087
H -0.001 1.005 -10.118 0.077
H -1.658 1.326 -10.261 0.075
H -1.123 -0.305 -9.700 0.097
H -0.833 0.351 -7.554 0.102
H -2.096 1.474 -8.026 0.096
H -0.602 3.372 -8.004 0.134
H 0.685 2.459 -8.493 0.112
H 1.747 0.874 -6.997 0.127
H 0.441 0.268 -5.893 0.102
H 1.820 1.185 -5.311 0.050
H -0.398 2.120 -4.522 0.148
H -1.616 2.445 -5.858 0.117
H -1.141 4.534 -4.406 0.114
H -0.932 4.790 -6.164 0.135
H 1.511 4.172 -4.250 0.112
H 1.188 5.491 -5.428 0.121
H 2.467 3.138 -6.077 0.148
H 1.467 4.044 -7.229 0.128
C -3.946 1.933 4.643 -0.101
C -3.607 2.341 3.255 -0.279
C -2.308 2.946 3.044 -0.175
N -1.957 3.576 1.701 -0.215
C -1.993 2.471 0.619 0.034
C -2.970 4.706 1.377 -0.061
C -2.031 5.841 0.896 -0.140
C -0.837 5.684 1.806 -0.156
C -0.552 4.188 1.735 -0.097
H -3.280 1.142 4.985 0.062
H -5.026 1.547 4.733 0.116
H -3.795 2.665 5.470 0.093
H -4.423 3.031 2.900 0.136
H -3.613 1.451 2.561 0.120
H -1.446 2.316 3.195 0.098
H -2.286 3.761 3.776 0.145
H -1.724 2.880 -0.367 0.110
H -2.924 1.883 0.569 0.094
H -1.153 1.799 0.916 0.095
H -3.683 4.410 0.606 0.135
H -3.483 4.890 2.317 0.121
H -1.713 5.581 -0.107 0.113
H -2.457 6.837 0.826 0.130
H -0.006 6.243 1.377 0.119
H -1.054 5.993 2.851 0.134
H -0.117 4.016 0.795 0.106
H 0.048 3.643 2.518 0.129
C -9.491 -3.303 2.495 -0.085
C -8.414 -3.458 1.411 -0.223
C -7.299 -2.429 1.529 -0.119
N -6.057 -2.523 0.612 -0.226
C -6.436 -2.238 -0.880 0.064
C -5.255 -3.788 0.762 -0.107
C -3.786 -3.384 0.776 -0.140
C -3.885 -2.060 1.581 -0.140
C -5.089 -1.388 0.945 -0.128
H -9.169 -3.709 3.444 0.082
H -10.421 -3.686 2.122 0.081
H -9.689 -2.270 2.721 0.071
H -8.960 -3.438 0.469 0.111
H -8.091 -4.509 1.576 0.122
H -6.859 -2.345 2.511 0.130
H -7.689 -1.429 1.337 0.133
H -7.042 -3.065 -1.237 0.099
H -5.482 -2.105 -1.351 0.059
H -7.048 -1.303 -0.897 0.131
H -5.546 -4.489 0.013 0.121
H -5.430 -4.195 1.790 0.151
H -3.372 -3.236 -0.255 0.114
H -3.179 -4.104 1.323 0.117
H -2.908 -1.517 1.505 0.130
H -4.154 -2.263 2.608 0.108
H -4.804 -0.903 -0.003 0.089
H -5.528 -0.668 1.622 0.122
C -3.207 0.090 -3.724 -0.023
C -3.414 -0.779 -2.493 -0.759
O -3.474 -0.167 -1.427 -0.047
O -3.463 -2.036 -2.617 -0.101
H -2.339 -0.355 -4.254 0.066
H -3.013 1.122 -3.389 0.071
H -4.071 -0.065 -4.371 0.077
C 3.895 -0.676 -3.798 -0.019
C 3.259 0.362 -2.916 -0.732
O 3.416 0.158 -1.671 -0.120
O 2.684 1.370 -3.427 -0.093
H 4.922 -0.249 -3.922 0.099
H 3.490 -0.736 -4.788 0.051
H 3.993 -1.679 -3.394 0.066
C 1.243 -0.577 1.418 -0.015
C 1.492 0.570 2.359 -0.690
O 2.655 0.669 2.834 -0.070
O 0.495 1.378 2.524 -0.128
H 1.655 -1.512 1.954 0.088
H 1.672 -0.519 0.406 0.071
H 0.161 -0.725 1.262 0.070
```

Calculated values
Net charge ... +4
HOMO-LUMO gap ... 8.560 eV
E_LUMO ... -6.28 eV